Molecular formula: C2H10NS
Method: DFT, ωB97M-V/def2-TZVPD

```
14
C2H10NS (ωB97M-V/def2-TZVPD)
N -0.22096 -3.33704 -0.06373
H -0.46512 -3.80691 -1.01692
H 0.80141 -3.54023 0.21943
H -0.93355 -3.62276 0.57554
H -0.54878 -2.41633 -0.06230
C -0.72954 2.34897 0.61191
C 0.59515 1.68958 0.35792
S 0.18962 0.07855 -0.42435
H -1.05798 2.97134 -0.23552
H -1.42056 1.79267 1.08243
H -0.41807 3.25935 1.19710
H 1.07978 1.32185 1.28281
H 1.30075 2.26198 -0.24187
H 0.98132 -0.34979 -1.38392
```

Computed properties:
Multiplicity: 2
Gap between HOMO and LUMO (alpha / beta) (eV): 12.0 / 7.2
Net charge: +2
M (g/mol): 80.2
DFT total energy (eV): -14540.7643


Molecular formula: C5H9NO
Method: DFT, ωB97M-V/def2-TZVPD

```
16
C5H9NO (ωB97M-V/def2-TZVPD)
C 0.72666 -0.62076 1.83535
C 0.00538 0.19685 0.75798
C -0.06365 -0.53767 -0.59390
C -0.38524 0.39579 -1.76079
O 0.65066 1.33528 -1.99190
C -1.35655 0.52491 1.20966
N -2.43510 0.74226 1.56969
H 1.76903 -0.77566 1.54185
H 0.25199 -1.59794 1.96690
H 0.71321 -0.10698 2.79941
H 0.53540 1.14464 0.60062
H 0.90739 -1.02202 -0.77280
H -0.81547 -1.33563 -0.54192
H -1.28178 0.98513 -1.53637
H -0.59998 -0.19360 -2.66574
H 1.37805 0.86539 -2.41803
```

Computed properties:
Multiplicity: 1
SMILES string: C[C@H](C#N)CCO
Gap between HOMO and LUMO (eV): 11.5
Net charge: 0
M (g/mol): 99.1
DFT total energy (eV): -8868.1574


Molecular formula: C38H43BFN16O3Sc
Method: DFT, ωB97M-V/def2-TZVPD

```
103
C38H43BFN16O3Sc (ωB97M-V/def2-TZVPD)
Sc 0.55161 -0.00246 -0.66314
C 1.16648 3.19493 -2.41214
C 2.26653 2.18847 -2.37901
C 3.45082 2.17768 -3.11699
C 4.12627 1.04620 -2.71118
N 3.38667 0.42577 -1.78230
N 2.23510 1.12633 -1.57223
B 3.62613 -0.84057 -0.94268
N 3.28561 -0.51610 0.54203
C 4.14840 -0.48604 1.56810
C 3.53453 0.12604 2.63804
C 2.26099 0.47676 2.17968
C 1.22607 1.27525 2.89970
N 2.11834 0.07667 0.91217
N 2.63812 -1.95956 -1.41033
C 2.87910 -2.99814 -2.21751
C 1.80233 -3.85840 -2.16606
C 0.90473 -3.25890 -1.28279
C -0.39325 -3.81498 -0.79370
N 1.40412 -2.09617 -0.84324
N 5.04279 -1.35899 -1.02234
C 5.48450 -2.57994 -0.60310
C 6.84220 -2.51291 -0.47768
C 7.17350 -1.17871 -0.82396
C 8.52250 -0.53744 -0.85536
N 6.08758 -0.49458 -1.13142
H 1.53902 4.13970 -2.80262
H 0.35941 2.85483 -3.06356
H 0.76205 3.36907 -1.41537
H 3.77716 2.91253 -3.83242
H 5.09533 0.66493 -2.97936
H 5.14577 -0.88166 1.46310
H 3.95202 0.31740 3.61152
H 1.51728 2.32679 2.90365
H 0.24770 1.18267 2.43606
H 1.15540 0.95202 3.93773
H 3.81033 -3.07512 -2.75355
H 1.69562 -4.80396 -2.66941
H -0.24772 -4.84170 -0.45905
H -0.76441 -3.23055 0.04552
H -1.14431 -3.82934 -1.58641
H 4.80405 -3.39428 -0.41577
H 7.51151 -3.30588 -0.18869
H 9.26089 -1.20589 -1.29694
H 8.48561 0.38215 -1.43544
H 8.85811 -0.29191 0.15336
C -5.53865 0.72868 -5.31964
C -5.91073 0.02584 -4.02494
C -6.85161 -1.14253 -4.25916
C -7.31250 -1.71104 -2.93083
C -6.13872 -2.03101 -2.05293
C -6.25872 -2.96423 -1.04902
C -5.15609 -3.28280 -0.26842
F -5.28114 -4.20300 0.66572
C -3.91756 -2.67989 -0.45334
C -3.77416 -1.72693 -1.43369
C -2.48197 -1.02620 -1.60287
O -1.60058 -1.11305 -0.74826
C -2.38093 -0.19489 -2.78328
C -3.50292 0.06680 -3.51518
N -4.71841 -0.46378 -3.25802
C -4.88030 -1.39770 -2.25817
C -1.09094 0.49436 -3.21323
O -1.20779 1.40177 -4.01286
O -0.03871 0.02546 -2.66525
H -6.46510 0.96608 -5.83973
H -4.94648 0.08294 -5.97010
H -5.01476 1.66924 -5.16165
H -6.39078 0.73912 -3.34646
H -6.34557 -1.90457 -4.85859
H -7.70274 -0.78651 -4.83684
H -7.91807 -2.60594 -3.06842
H -7.94512 -0.98002 -2.41602
H -7.19837 -3.47127 -0.87386
H -3.08460 -2.96874 0.16681
H -3.41339 0.76862 -4.32801
N -4.87018 1.11245 1.22545
C -4.01037 1.62505 0.64766
N -3.06787 2.22368 -0.08505
C -1.86936 1.82592 0.02298
N -0.74433 1.48301 0.00064
C -0.58223 -1.73019 3.37452
N -1.42212 -0.64579 2.84573
C -2.59000 -1.26195 2.22006
N -3.36640 -2.09248 3.13752
C -2.47190 -3.13185 3.66267
N -1.29646 -2.57205 4.33331
C -1.76790 -1.71647 5.43110
N -2.63853 -0.64403 4.95227
C -1.89357 0.15968 3.98614
C -3.78696 -1.24033 4.26443
H 0.29811 -1.29991 3.85689
H -0.24479 -2.35617 2.54190
H -2.22060 -1.88827 1.41146
H -3.23356 -0.48286 1.80738
H -2.13664 -3.76317 2.83383
H -3.02358 -3.75279 4.37000
H -0.90386 -1.27719 5.93340
H -2.31264 -2.33108 6.14928
H -1.03050 0.60770 4.48267
H -2.54047 0.95580 3.61461
H -4.43036 -0.44399 3.88823
H -4.35127 -1.85001 4.97181
```

Computed properties:
Multiplicity: 2
Gap between HOMO and LUMO (alpha / beta) (eV): 6.7 / 3.4
Net charge: +1
M (g/mol): 846.6
DFT total energy (eV): -94183.3906


Molecular formula: C4H5HgO6
Method: DFT, ωB97M-V/def2-TZVPD

```
16
C4H5HgO6 (ωB97M-V/def2-TZVPD)
O -2.35844 0.38289 0.27685
C -1.81458 -0.69459 0.65624
O -2.42062 -1.44338 1.47753
O -0.66523 -1.12023 0.18075
Hg -3.86763 -0.16391 1.32569
C -0.40862 -0.34525 -1.69012
C 0.57434 -0.43211 -0.57241
H -0.62678 -1.31263 -2.15494
H -0.96623 0.59460 -1.72618
H 1.31130 -1.23572 -0.53836
O 0.86891 0.80079 0.04139
C 1.94506 0.84615 0.82706
O 2.66711 -0.07779 1.10010
O 2.08638 2.09117 1.25141
H 2.93655 2.18687 1.70059
H 0.73846 -0.07682 -2.15561
```

Computed properties:
Multiplicity: 1
Gap between HOMO and LUMO (alpha / beta) (eV): 5.9 / 5.9
Net charge: +1
M (g/mol): 349.7
DFT total energy (eV): -20675.2102


Molecular formula: C5H9NO3S2
Method: DFT, ωB97M-V/def2-TZVPD

```
20
C5H9NO3S2 (ωB97M-V/def2-TZVPD)
C -0.06481 0.25686 -2.38302
C 0.38864 0.36545 0.10533
C 0.32209 1.11808 -1.22105
C -1.38278 -2.57698 1.66248
C 0.68951 -1.34998 2.59612
N 0.02371 2.48000 -1.40907
O 0.13732 -0.93901 -2.33591
O -0.38007 0.88791 -3.56018
O 2.31487 2.27904 0.08236
S -0.53381 -2.20797 3.24888
S 2.02999 0.93052 -0.40200
H 0.03866 1.02771 0.95164
H -1.90356 -3.51113 1.88215
H -0.69283 -2.81464 0.85924
H -2.25776 -1.94109 1.57051
H 1.35135 -1.10090 3.51929
H 0.21670 -0.63161 0.09785
H 0.88973 2.97131 -1.30607
H -0.51857 2.95622 -0.64845
H -0.66839 1.80020 -3.31010
```

Computed properties:
Multiplicity: 1
Gap between HOMO and LUMO (eV): 8.9
Net charge: 0
M (g/mol): 195.3
DFT total energy (eV): -34629.4989


Molecular formula: H5NO
Method: DFT, ωB97M-V/def2-TZVPD

```
7
H5NO (ωB97M-V/def2-TZVPD)
N -0.97772 -0.13885 -0.69056
H -1.56353 0.56524 -0.23042
H -0.59084 0.29947 -1.53248
H -0.18919 -0.32656 -0.06318
O 1.01928 -0.28734 0.47912
H 1.84829 -0.40161 0.99674
H 0.45371 0.28965 1.04077
```

Computed properties:
Multiplicity: 1
SMILES string: N.O
Gap between HOMO and LUMO (eV): 9.8
Net charge: 0
M (g/mol): 35.0
DFT total energy (eV): -3617.4188